ORCA calculation (ωB97M-V/def2-TZVPD) on a cluster of 14 separate species, C48H128N14O22 in total at a distorted geometry.

Results
Gap between HOMO and LUMO (alpha / beta) = 7.18 / 3.51 eV
HOMO (alpha / beta) = -16.28 / -16.28 eV
Lowest unoccupied orbital energy (alpha / beta) = -9.10 / -12.77 eV
Net charge = +5
E_tot = -4324.88180 a.u.
Expectation value of S² = 0.756
2S+1 = 2

Atoms and positions in Å:
C1 0.3006 5.5031 -5.8374
N1 -0.3234 4.4008 -4.9929
C2 0.1180 3.1345 -5.7542
C3 0.2280 4.6493 -3.5835
C4 -1.8568 4.6142 -5.1371
C5 -2.7378 3.5068 -4.5678
O1 -2.3814 3.2859 -3.2269
H1 0.1363 6.4415 -5.3078
H2 -0.1933 5.4977 -6.8091
H3 1.3738 5.3127 -5.8364
H4 -0.2271 2.1719 -5.3769
H5 1.2040 3.2137 -5.7061
H6 -0.2602 3.2331 -6.7717
H7 -0.3661 5.3341 -2.9784
H8 1.2848 4.9076 -3.5162
H9 0.2843 3.6486 -3.1551
H10 -2.0645 4.8401 -6.1830
H11 -2.0904 5.5790 -4.6870
H12 -2.7124 2.6506 -5.2418
H13 -3.7984 3.7516 -4.6266
H14 -3.1509 2.7642 -2.9873
C6 -2.0027 4.5985 -0.0618
N2 -3.4708 5.1116 -0.0489
C7 -3.7501 6.1057 -1.2706
C8 -4.3786 3.8854 -0.2983
C9 -3.8727 5.9198 1.2392
C10 -4.1121 5.0899 2.5328
O2 -2.9231 4.4208 2.9578
H15 -1.3238 5.4098 0.2004
H16 -1.8250 4.2687 -1.0854
H17 -1.9272 3.8035 0.6801
H18 -4.8112 6.3345 -1.3701
H19 -3.3743 5.6500 -2.1867
H20 -3.0696 6.9443 -1.1230
H21 -5.4013 4.1360 -0.0164
H22 -4.0203 3.1510 0.4230
H23 -4.4353 3.5627 -1.3378
H24 -4.7465 6.5427 1.0477
H25 -3.0326 6.6073 1.3376
H26 -4.9656 4.4127 2.5647
H27 -4.3790 5.8157 3.3010
H28 -3.0987 3.9716 3.7879
C11 0.1730 -9.4612 1.0703
N3 -0.3054 -8.2553 0.3203
C12 0.9861 -7.4577 -0.0946
C13 -1.1513 -8.5775 -0.8905
C14 -1.0413 -7.2065 1.2658
C15 -2.4251 -7.5747 1.8048
O3 -2.3366 -8.7528 2.7012
H29 -0.7764 -9.8792 1.4052
H30 0.7238 -9.1023 1.9397
H31 0.6682 -10.1153 0.3527
H32 1.6116 -7.9831 -0.8162
H33 1.5739 -7.3797 0.8200
H34 0.7546 -6.4802 -0.5175
H35 -0.4644 -9.2304 -1.4291
H36 -1.4592 -7.6203 -1.3113
H37 -1.9355 -9.2169 -0.4853
H38 -1.0973 -6.3088 0.6501
H39 -0.3555 -7.0822 2.1039
H40 -3.1374 -7.7494 0.9984
H41 -2.7909 -6.6842 2.3159
H42 -2.3436 -8.4978 3.6267
C16 -4.3901 0.3505 2.7066
N4 -4.1128 -0.7583 3.7545
C17 -3.1176 -0.1381 4.7847
C18 -5.4399 -1.0830 4.4986
C19 -3.3841 -1.9376 3.0518
C20 -3.5915 -3.2850 3.7615
O4 -3.2056 -3.3587 5.0846
H43 -4.6694 1.3310 3.0923
H44 -5.1622 -0.0364 2.0416
H45 -3.5417 0.6516 2.0920
H46 -2.7702 -0.9818 5.3811
H47 -3.6661 0.5984 5.3718
H48 -2.2827 0.3621 4.2939
H49 -5.8402 -0.1153 4.8010
H50 -5.1381 -1.6954 5.3483
H51 -6.1135 -1.6448 3.8517
H52 -2.3048 -1.7904 3.0119
H53 -3.7383 -1.9580 2.0211
H54 -2.9886 -4.0097 3.2144
H55 -4.6073 -3.6467 3.6020
H56 -3.2341 -4.2993 5.2744
C21 4.3936 -2.3316 3.7078
C22 2.8364 -2.4116 3.3721
C23 2.2206 -3.7328 3.9553
O5 0.8890 -3.7269 3.4499
C24 0.2133 -4.9506 3.7218
N5 2.1110 -1.1639 3.9911
H57 2.2139 -1.0404 4.9882
H58 2.5330 -0.3047 3.6690
H59 1.1154 -1.2548 3.8469
H60 4.8550 -1.3579 3.5428
H61 4.9866 -3.1494 3.2982
H62 4.5189 -2.3571 4.7903
H63 2.6476 -2.2535 2.3103
H64 2.3818 -3.8355 5.0284
H65 2.8236 -4.5263 3.5140
H66 0.8456 -5.8331 3.6246
H67 -0.5777 -5.0100 2.9742
H68 -0.4194 -5.0197 4.6067
C25 5.3504 -0.1360 -3.4609
C26 6.1941 0.4681 -2.3264
C27 6.7664 -0.6464 -1.3601
O6 7.5225 -0.1285 -0.2844
C28 6.8202 0.5920 0.7587
N6 7.3322 1.2601 -2.9493
H69 8.0058 0.6352 -3.3688
H70 6.9624 1.8409 -3.6883
H71 7.7870 1.7682 -2.2042
H72 5.0568 0.5843 -4.2245
H73 4.4171 -0.6373 -3.2044
H74 5.8579 -0.9230 -4.0187
H75 5.6618 1.1411 -1.6541
H76 7.3440 -1.4263 -1.8563
H77 5.8787 -1.1121 -0.9320
H78 6.3714 1.5375 0.4545
H79 7.4959 0.8805 1.5639
H80 5.9953 0.0090 1.1683
C29 -4.0826 -6.9817 -3.7059
C30 -2.8857 -6.6080 -4.6316
C31 -1.8385 -5.6034 -4.0291
O7 -0.9814 -5.2981 -5.1282
C32 -0.2378 -4.1000 -4.9460
N7 -2.1106 -7.8596 -5.1573
H81 -1.3133 -7.5878 -5.7147
H82 -1.7829 -8.5390 -4.4856
H83 -2.6668 -8.3955 -5.8081
H84 -3.7136 -7.5220 -2.8341
H85 -4.8476 -7.5814 -4.1990
H86 -4.6329 -6.1209 -3.3261
H87 -3.2992 -6.2166 -5.5611
H88 -1.2972 -5.8641 -3.1196
H89 -2.3996 -4.7223 -3.7178
H90 -0.9073 -3.2499 -4.8144
H91 0.4049 -3.9303 -5.8099
H92 0.4209 -4.1434 -4.0787
C33 -0.7504 -2.9676 0.6510
C34 -0.8308 -1.8072 -0.3356
C35 0.4464 -1.2362 -0.8887
N8 0.2511 0.1208 -1.6771
C36 -0.6541 -0.1285 -2.9196
C37 1.6635 0.6223 -2.0659
C38 2.1543 1.5808 -0.9963
C39 0.9311 2.2770 -0.5902
C40 -0.2113 1.2650 -0.7363
H93 -1.7633 -3.2314 0.9553
H94 -0.1636 -2.6543 1.5145
H95 -0.3497 -3.8702 0.1895
H96 -1.5412 -1.0647 0.0278
H97 -1.3347 -2.1430 -1.2419
H98 0.9809 -1.9506 -1.5149
H99 1.1085 -1.1121 -0.0318
H100 -0.1677 -0.8278 -3.5997
H101 -0.8125 0.7828 -3.4962
H102 -1.6288 -0.5104 -2.6159
H103 1.5041 1.1593 -3.0010
H104 2.3506 -0.2110 -2.2124
H105 2.9698 2.2110 -1.3513
H106 2.4865 0.9700 -0.1568
H107 0.8655 3.2213 -1.1306
H108 0.8788 2.6602 0.4289
H109 -1.0747 1.7395 -1.2025
H110 -0.5983 0.8491 0.1940
C41 2.6535 5.9842 -0.2273
C42 1.9776 5.3974 1.0248
C43 2.1879 6.2847 2.1875
N9 1.5546 5.7517 3.5576
C44 2.1255 4.3544 3.9455
C45 0.0384 5.7006 3.4826
C46 -0.4259 6.0019 4.9328
C47 0.6291 7.0194 5.4826
C48 1.8847 6.7243 4.7232
H111 2.7529 5.2187 -0.9969
H112 3.6713 6.3011 0.0001
H113 2.0926 6.7927 -0.6961
H114 2.3343 4.4095 1.3164
H115 0.9130 5.2716 0.8277
H116 1.8663 7.3224 2.0990
H117 3.2474 6.4964 2.3321
H118 1.7965 3.6282 3.2021
H119 1.7805 4.0072 4.9194
H120 3.2044 4.5009 3.9952
H121 -0.2271 4.7767 2.9688
H122 -0.2700 6.5735 2.9072
H123 -0.5143 5.0762 5.5015
H124 -1.4097 6.4531 4.8036
H125 0.6257 7.0317 6.5725
H126 0.3123 7.9775 5.0703
H127 2.5569 6.2497 5.4380
H128 2.3566 7.6325 4.3483
N10 -3.8741 -4.6350 -0.2927
O8 -2.9206 -5.2549 -0.7530
O9 -4.5191 -3.8593 -1.0127
O10 -4.1313 -4.7659 0.8873
N11 4.0180 1.8669 2.7059
O11 3.2415 1.1679 2.0447
O12 4.6401 2.7344 2.1360
O13 4.2767 1.5149 3.8461
N12 -0.1970 1.2868 3.1293
O14 -0.3999 0.1293 2.8181
O15 -0.7395 2.1734 2.5008
O16 0.5626 1.5247 4.0862
N13 2.0682 -0.3211 -6.0762
O17 1.5442 -1.3494 -5.7541
O18 1.9473 0.1695 -7.1527
O19 2.8112 0.1883 -5.3621
N14 4.1504 3.8736 -3.8507
O20 4.9790 3.3611 -3.0768
O21 3.1152 3.2907 -3.9542
O22 4.3481 4.9760 -4.3809

Forces on atoms 1 to 3 (eV/Å):
C -0.2 0.2 0.6
N -0.7 1.0 -1.1
C 0.3 0.7 0.8